{
  "formula": "C54H53N10O4PSTeW",
  "method": "the ωB97M-V functional and the def2-TZVPD basis",
  "symbols": ["W", "C", "C", "C", "C", "N", "C", "N", "C", "N", "C", "N", "C", "C", "C", "C", "C", "N", "C", "C", "C", "C", "C", "C", "H", "H", "H", "H", "H", "H", "H", "H", "H", "H", "H", "H", "N", "C", "C", "C", "C", "C", "C", "S", "O", "O", "N", "C", "N", "C", "C", "C", "N", "H", "H", "H", "H", "H", "H", "H", "H", "H", "C", "C", "C", "C", "C", "C", "Te", "N", "C", "O", "C", "C", "C", "C", "C", "C", "C", "C", "C", "C", "C", "C", "C", "C", "C", "C", "H", "H", "H", "H", "H", "H", "H", "H", "H", "H", "H", "H", "H", "H", "H", "H", "H", "H", "H", "H", "H", "H", "H", "C", "P", "C", "C", "O", "H", "H", "H", "H", "H", "H", "H", "H", "H"],
  "positions_angstrom": [[-0.53345, -0.16964, -0.03033], [-1.42755, -4.70634, 4.05167], [-1.95725, -3.86894, 5.05827], [-2.02195, -2.53734, 4.82627], [-1.60045, -1.91344, 3.60877], [-1.09695, -2.81934, 2.60237], [-1.04575, -4.16014, 2.87327], [-1.69125, -0.62874, 3.62487], [-1.40915, 0.47906, 2.91187], [-1.42805, 0.61576, 1.54647], [-0.89725, 1.85096, 1.20937], [-0.38325, 1.93766, -0.10443], [-1.03695, 1.89576, -1.33083], [-1.30885, 2.99106, -2.16563], [-1.89515, 2.75116, -3.39143], [-2.17025, 1.43776, -3.79333], [-1.85275, 0.40186, -2.95113], [-1.30715, 0.62046, -1.74133], [-0.59445, 2.56396, 2.38167], [-0.04645, 3.83286, 2.65617], [0.07715, 4.22846, 3.96087], [-0.32435, 3.39416, 5.02367], [-0.82935, 2.14336, 4.79587], [-0.97875, 1.70546, 3.47457], [-1.33935, -5.76774, 4.20267], [-2.28985, -4.28644, 5.99357], [-2.39755, -1.85704, 5.57207], [-0.63515, -4.77814, 2.09597], [-1.07245, 3.99096, -1.83373], [-2.13965, 3.57216, -4.04803], [-2.61425, 1.22176, -4.74933], [-2.04875, -0.63424, -3.20193], [0.27575, 4.46906, 1.84577], [0.48185, 5.20106, 4.19607], [-0.23515, 3.75906, 6.03337], [-1.14025, 1.50396, 5.60537], [-7.87755, -2.30354, 3.30087], [-6.96325, -1.78404, 2.44207], [-7.11995, -1.95084, 1.05647], [-6.16765, -1.47044, 0.18607], [-5.05215, -0.81044, 0.67917], [-4.87605, -0.63384, 2.04147], [-5.81955, -1.12444, 2.91897], [-3.80345, -0.28684, -0.45873], [-3.31945, 1.05256, -0.16943], [-4.25685, -0.50024, -1.80273], [-2.41805, -1.14734, -0.16893], [-2.27795, -2.36724, 0.45407], [-1.32015, -4.81974, -0.19973], [-0.25705, -5.56874, 0.26777], [0.97615, -4.93784, 0.39437], [1.19645, -3.57964, 0.47097], [0.27925, -2.48234, 0.38107], [-8.75015, -2.64074, 2.93697], [-7.84605, -2.06694, 4.27567], [-7.98985, -2.46824, 0.68297], [-6.25915, -1.59584, -0.87993], [-4.00235, -0.11514, 2.40347], [-5.67755, -0.99994, 3.98207], [-0.42925, -6.59554, 0.57077], [1.83855, -5.56904, 0.55287], [2.22095, -3.23934, 0.55027], [3.84675, 5.82906, -6.40953], [3.25675, 4.92356, -5.37103], [3.51325, 5.12056, -4.02303], [2.99875, 4.27966, -3.04253], [3.32875, 4.58666, -1.61133], [2.21425, 3.19156, -3.42663], [1.74045, 1.64626, -1.78563], [1.25105, -0.22624, -0.72013], [0.74245, -1.06124, -1.63513], [0.70555, -0.78174, -2.85533], [-0.04415, -2.14184, -1.02463], [-0.97875, -2.30304, 1.24837], [-3.13805, -3.49234, 0.48467], [-2.57465, -4.73724, 0.38757], [-1.17025, -4.30564, -1.52393], [-0.62365, -3.13974, -1.88473], [3.46905, 0.55616, -2.46593], [3.51295, -0.00484, -3.73443], [4.52115, -0.89024, -4.07643], [5.48745, -1.22794, -3.14633], [5.46545, -0.64974, -1.88773], [4.46915, 0.25016, -1.53793], [4.45005, 0.91216, -0.19103], [1.87925, 3.02546, -4.76683], [0.92115, 1.95776, -5.20283], [2.41195, 3.88296, -5.72463], [4.68595, 6.38896, -6.00493], [3.10035, 6.54186, -6.75923], [4.18595, 5.25696, -7.27003], [4.14015, 5.94826, -3.72183], [3.51285, 5.65096, -1.48943], [4.23145, 4.05556, -1.31573], [2.51775, 4.28066, -0.95353], [-0.91555, -1.22144, 1.46927], [-4.20915, -3.36334, 0.54637], [-3.07045, -5.64894, 0.69227], [-1.53265, -4.99034, -2.28173], [-0.58065, -2.90484, -2.94213], [2.74285, 0.23546, -4.44783], [4.53815, -1.33054, -5.06203], [6.25875, -1.94044, -3.39763], [6.22915, -0.90944, -1.16703], [5.23405, 0.52596, 0.45537], [3.46915, 0.75776, 0.26877], [4.59655, 1.98546, -0.32093], [0.76735, 1.24166, -4.39063], [1.29105, 1.43696, -6.08363], [-0.03565, 2.41036, -5.46283], [2.16625, 3.73216, -6.76673], [1.47565, -0.75614, 4.43817], [2.05205, -0.12374, 2.82787], [2.60975, 1.59886, 3.02477], [3.44805, -1.20214, 2.34917], [0.94765, -0.20344, 1.79077], [2.27135, -0.67854, 5.17257], [1.19255, -1.80154, 4.32457], [0.61045, -0.19194, 4.77577], [3.57465, 1.64086, 3.51837], [1.87995, 2.14506, 3.61727], [2.67575, 2.07306, 2.04707], [4.37515, -0.83414, 2.77617], [3.52945, -1.23484, 1.26557], [3.26385, -2.20564, 2.72647]],
  "lowdin_spin": [0.176, 0.002, 0.003, 0.000, 0.005, 0.005, 0.002, 0.003, 0.020, -0.002, -0.019, -0.002, 0.009, 0.019, 0.011, 0.009, 0.010, 0.022, 0.004, -0.006, 0.007, -0.006, 0.006, -0.003, 0.000, 0.000, 0.000, 0.000, 0.001, 0.000, 0.000, 0.001, -0.001, 0.001, -0.001, 0.000, 0.000, 0.000, 0.000, 0.000, 0.000, 0.000, 0.000, 0.000, 0.003, 0.000, -0.008, -0.009, 0.007, -0.006, 0.000, -0.001, 0.013, 0.000, 0.000, 0.000, 0.000, 0.000, 0.000, 0.000, 0.000, 0.000, 0.000, 0.000, 0.004, 0.017, 0.019, 0.054, 0.468, -0.026, 0.003, 0.086, -0.005, 0.006, 0.000, -0.009, -0.002, 0.001, 0.018, 0.008, 0.000, 0.007, -0.001, 0.008, 0.018, 0.001, 0.009, 0.001, 0.000, 0.000, 0.000, 0.001, 0.001, 0.001, 0.011, 0.002, 0.000, 0.000, 0.000, 0.000, 0.000, 0.000, 0.000, 0.000, 0.001, 0.009, 0.003, 0.008, 0.000, 0.000, 0.000, 0.000, 0.000, 0.000, 0.000, 0.000, 0.000, 0.000, 0.000, 0.000, 0.000, 0.000, 0.000, 0.000, 0.000],
  "total_charge": 1,
  "gap_ev": [4.3, 3.7],
  "largest_force_ev_per_a": 4.5,
  "s2": 0.786,
  "spin_multiplicity": 2,
  "mol_weight_g_mol": 1280.6,
  "de_lowest_kcal_mol": 300.34,
  "energy_ha": -4012.1764
}